Computed, not measured: a structure of composition C20H45F6MnN3O7 in a non-equilibrium geometry, with ωB97M-V with the def2-TZVPD basis set.

Last column: Mulliken spin population.
CARTESIAN COORDINATES (ANGSTROEM)
1 Mn 0.272 0.759 0.063  4.57
2 C -2.720 2.203 0.779  0.01
3 O -3.158 0.825 0.825  0.02
4 O -1.456 2.091 0.281  0.08
5 C -3.670 3.237 0.198  0.00
6 F -4.904 3.216 0.783  0.00
7 F -3.262 4.476 0.500  0.00
8 F -3.889 3.110 -1.130  0.00
9 C -4.514 0.485 1.171  0.00
10 C -4.514 -1.020 1.369  0.00
11 H -5.516 -1.437 1.257  0.00
12 H -3.908 -1.564 0.643  0.00
13 H -4.112 -1.207 2.367  0.00
14 H -5.142 0.787 0.328  0.00
15 H -4.922 1.003 2.043  0.00
16 H -2.629 2.455 1.849  0.00
17 C 2.854 -1.324 -1.031  0.01
18 O 2.699 -0.882 -2.365  0.01
19 O 1.947 -0.678 -0.232  0.04
20 C 2.906 -2.841 -0.784  0.00
21 F 4.085 -3.299 -1.273  0.00
22 F 2.789 -3.221 0.492  0.00
23 F 1.956 -3.560 -1.428  0.00
24 C 3.790 -1.118 -3.238  0.00
25 C 3.487 -0.419 -4.568  0.00
26 H 2.540 -0.772 -4.974  0.00
27 H 3.473 0.663 -4.457  0.00
28 H 4.273 -0.672 -5.281  0.00
29 H 3.971 -2.173 -3.472  0.00
30 H 4.731 -0.811 -2.767  0.00
31 H 3.837 -0.955 -0.696  0.00
32 C 0.514 -2.516 2.780  0.00
33 C -0.392 -1.280 2.809  0.02
34 C 0.227 -0.252 3.754  0.02
35 O -0.400 1.013 3.709  0.00
36 C -1.663 0.998 4.374  0.00
37 N -0.664 -0.737 1.469  0.07
38 H 0.667 -2.735 3.842  0.00
39 H 1.505 -2.361 2.357  0.00
40 H -0.005 -3.356 2.327  0.00
41 H -1.372 -1.626 3.160  0.00
42 H 1.277 -0.145 3.472  0.00
43 H 0.309 -0.572 4.799  0.00
44 H -2.351 0.454 3.723  0.00
45 H -2.070 2.010 4.398  0.00
46 H -1.670 0.685 5.419  0.00
47 H -1.582 -0.289 1.477  -0.03
48 H -0.860 -1.548 0.887  -0.02
49 C -1.644 -0.688 -3.973  0.00
50 C -1.447 -0.883 -2.501  0.02
51 C -1.173 -2.319 -2.063  0.00
52 O -1.476 -2.628 -0.737  0.01
53 C -1.569 -3.990 -0.394  0.00
54 N -0.530 0.133 -1.899  0.04
55 H -1.823 0.356 -4.246  0.00
56 H -2.522 -1.243 -4.307  0.00
57 H -0.813 -0.909 -4.652  0.00
58 H -2.428 -0.601 -2.099  0.00
59 H -0.102 -2.528 -2.189  0.00
60 H -1.637 -3.016 -2.770  0.00
61 H -2.441 -4.423 -0.899  0.00
62 H -1.805 -4.151 0.656  0.00
63 H -0.673 -4.533 -0.700  0.00
64 H -0.757 1.047 -2.284  0.02
65 H 0.354 -0.094 -2.365  -0.01
66 C 3.067 3.515 2.184  0.00
67 C 2.045 3.019 1.157  -0.01
68 C 2.601 2.672 -0.225  0.03
69 O 1.528 2.228 -1.038  0.01
70 C 1.977 2.254 -2.423  0.01
71 N 1.496 1.728 1.632  0.07
72 H 3.581 4.410 1.831  0.00
73 H 3.783 2.803 2.595  0.00
74 H 2.445 3.782 3.043  0.00
75 H 1.251 3.765 1.131  -0.01
76 H 3.305 1.848 -0.064  0.00
77 H 3.155 3.513 -0.649  0.00
78 H 2.931 1.736 -2.433  0.00
79 H 2.022 3.316 -2.663  0.00
80 H 1.284 1.749 -3.088  0.00
81 H 2.281 1.156 1.933  0.01
82 H 0.972 1.878 2.490  0.00

Cartesian forces, eV/Å:
-0.4384 -0.7160 0.5208
3.2661 -2.0290 1.5335
-1.5692 0.0571 -0.0478
-0.8448 1.1964 -0.6124
-1.0633 0.2058 -0.3114
0.0489 -0.6852 -0.1020
0.8129 0.0607 -0.6799
0.3466 0.2589 0.4305
0.3566 -0.1118 -1.2097
-0.1830 0.0628 0.2078
-0.0838 0.0827 0.3957
0.2392 0.3530 -0.1203
-0.1332 -0.3905 -0.0111
-0.1801 -0.1821 0.0340
0.3842 0.0638 0.1818
-0.5125 0.6371 0.1724
-0.8012 2.8374 2.7097
-0.2001 -1.0779 -0.5737
0.0392 -0.9735 -0.7145
-0.4876 -0.5972 -1.0931
0.1559 -0.2430 0.3843
0.5334 0.5087 0.0139
-0.2181 0.2752 -0.2961
0.0219 -0.1256 -0.7432
0.5749 -0.1849 0.5009
-0.0557 0.0456 0.0778
-0.1337 0.0874 -0.0348
-0.0154 0.0457 -0.0546
-0.4500 -0.1721 0.2462
-0.0419 0.4604 -0.0507
0.6555 -0.4557 -0.2477
-0.2867 0.4736 0.8743
-0.0874 -0.4731 -0.0634
0.2222 0.0193 -0.1688
-0.0976 0.1629 0.8662
-0.3900 0.7907 -1.0340
-0.2491 -0.1502 0.0622
0.0676 -0.4489 -0.0562
-0.2256 0.1715 -0.3733
0.1997 -0.0914 -0.1699
0.1572 0.0339 0.5936
-0.0408 0.3490 -0.3233
-0.4639 -0.4281 -0.0297
-0.2597 -0.4038 0.4814
0.3714 0.1675 -0.1909
0.3996 -0.5727 -0.1099
0.0228 0.3969 0.1063
0.3236 -0.0421 -0.3891
0.2191 0.0930 -1.4953
-1.5534 1.0277 1.6951
1.6928 -0.5340 -1.0647
-0.8001 0.9212 1.3022
-0.5583 -0.3751 -1.0778
0.7864 -1.0287 -1.4679
-0.3082 0.1146 0.5292
0.0954 -0.0890 -0.0848
0.2163 -0.5945 0.3933
-0.0240 -0.2631 0.3170
0.1529 0.1843 -0.1814
-0.5296 0.0978 0.1146
0.1245 -0.1556 -0.3018
0.4649 0.5665 0.2054
0.0851 -0.0823 0.1953
-0.5091 -0.0233 0.1421
0.3687 0.0695 0.4382
-0.5120 0.6379 0.0630
0.7559 -1.0758 0.3060
0.0767 0.3165 1.1592
0.4310 0.4787 -1.0847
-0.2800 0.2110 1.1601
-0.1579 0.6040 0.6423
0.0946 0.0003 0.1343
0.0740 -0.2839 -0.5940
0.2215 0.2996 0.1038
-0.1752 -0.1949 -0.4167
0.1021 -0.1036 -0.2604
-0.2636 0.0798 -0.2802
0.1679 0.1258 -0.4224
0.3514 -0.0775 -0.4606
-0.1464 -0.0428 0.2373
0.0614 -0.2233 -0.4000
-0.4117 0.0700 -0.1273

The value obtained for the gap between HOMO and LUMO (spin up / spin down) is 8.1891 / 8.7048 eV. The calculation puts the LUMO energy (spin up / spin down) at 0.60 / 0.59 eV. Its multiplicity is 6.

***

Computed, not measured: a cluster of 7 separate species, C20H45N3O21S in total, with ωB97M-V with the def2-TZVPD basis set.

Last column: Löwdin charge in e.
CARTESIAN COORDINATES (ANGSTROEM)
1 N -3.821 -0.849 -2.163  0.10
2 C -3.268 -1.925 -2.973  -0.68
3 N -2.530 -1.301 -4.054  0.09
4 N -2.463 -2.814 -2.123  0.09
5 C -4.367 -2.819 -3.574  -0.18
6 O -5.406 -1.987 -4.124  -0.35
7 S -6.782 -2.713 -4.584  0.91
8 O -6.993 -3.845 -3.702  -0.42
9 O -7.777 -1.558 -4.073  -0.25
10 H -4.099 -0.078 -2.756  0.08
11 H -4.617 -1.166 -1.626  0.09
12 H -2.014 -2.000 -4.576  0.08
13 H -1.855 -0.655 -3.657  0.08
14 H -2.531 -2.507 -1.158  0.06
15 H -1.488 -2.751 -2.385  0.07
16 H -3.937 -3.434 -4.372  0.13
17 H -4.750 -3.460 -2.781  0.11
18 H -8.097 -1.829 -3.201  0.07
19 C -1.946 1.216 0.092  -0.03
20 O -0.848 0.969 0.979  -0.01
21 C -0.755 -0.292 1.397  -0.62
22 O -1.491 -1.195 1.090  0.12
23 O 0.297 -0.386 2.209  0.00
24 C 0.522 -1.698 2.737  -0.03
25 H -1.897 2.270 -0.170  0.09
26 H -1.862 0.610 -0.806  0.07
27 H -2.893 1.007 0.585  0.10
28 H 0.712 -2.408 1.934  0.10
29 H -0.331 -2.028 3.327  0.10
30 H 1.400 -1.619 3.373  0.08
31 C 5.794 -3.924 5.804  -0.03
32 O 4.704 -3.157 5.278  0.01
33 C 5.064 -1.999 4.731  -0.65
34 O 6.184 -1.567 4.662  0.12
35 O 3.968 -1.399 4.263  -0.01
36 C 4.207 -0.135 3.633  -0.02
37 H 5.349 -4.826 6.212  0.10
38 H 6.496 -4.181 5.014  0.10
39 H 6.305 -3.372 6.590  0.10
40 H 4.865 -0.252 2.774  0.09
41 H 4.646 0.567 4.339  0.10
42 H 3.235 0.224 3.308  0.09
43 C 9.602 -5.378 -0.372  -0.04
44 O 8.395 -5.268 0.387  0.00
45 C 8.047 -4.015 0.681  -0.62
46 O 8.651 -3.024 0.364  0.13
47 O 6.916 -4.051 1.383  0.01
48 C 6.432 -2.763 1.782  -0.03
49 H 9.755 -6.441 -0.533  0.09
50 H 9.502 -4.867 -1.328  0.10
51 H 10.442 -4.960 0.180  0.10
52 H 6.213 -2.151 0.908  0.10
53 H 7.149 -2.260 2.423  0.10
54 H 5.513 -2.949 2.329  0.09
55 C 1.025 4.031 0.167  -0.03
56 O -0.057 4.792 -0.375  0.00
57 C 0.306 5.950 -0.930  -0.63
58 O 1.430 6.374 -0.998  0.12
59 O -0.789 6.549 -1.392  0.00
60 C -0.549 7.813 -2.020  -0.03
61 H 0.590 3.125 0.577  0.08
62 H 1.740 3.768 -0.611  0.10
63 H 1.531 4.582 0.958  0.10
64 H 0.101 7.693 -2.885  0.10
65 H -0.101 8.514 -1.318  0.09
66 H -1.521 8.179 -2.336  0.09
67 C -9.476 -10.149 -1.304  -0.04
68 O -8.568 -9.148 -0.839  0.00
69 C -8.484 -8.076 -1.632  -0.63
70 O -9.097 -7.915 -2.656  0.12
71 O -7.616 -7.227 -1.095  0.01
72 C -7.420 -6.021 -1.850  -0.05
73 H -9.439 -10.947 -0.569  0.09
74 H -10.487 -9.751 -1.369  0.10
75 H -9.168 -10.525 -2.277  0.10
76 H -8.353 -5.471 -1.940  0.09
77 H -7.030 -6.243 -2.838  0.09
78 H -6.696 -5.437 -1.290  0.09
79 C 3.451 9.660 1.018  -0.03
80 O 3.311 11.078 1.176  0.01
81 C 2.222 11.583 0.602  -0.63
82 O 1.395 10.955 -0.008  0.12
83 O 2.205 12.898 0.815  0.01
84 C 1.079 13.570 0.245  -0.04
85 H 4.371 9.396 1.530  0.09
86 H 2.610 9.139 1.470  0.10
87 H 3.520 9.396 -0.035  0.10
88 H 0.151 13.191 0.669  0.10
89 H 1.065 13.448 -0.836  0.10
90 H 1.201 14.619 0.498  0.09

Cartesian forces, eV/Å:
0.4078 0.0772 0.0218
-0.2571 0.0695 0.0819
0.1132 0.0116 0.1538
-0.0218 0.0136 -0.1333
0.3033 0.0351 -0.1210
-0.0579 -0.1007 0.2097
0.1668 0.0608 -0.3660
-0.0176 -0.0484 0.1343
-0.0674 0.0723 -0.1825
-0.2717 -0.1352 -0.0793
-0.0549 0.0668 -0.0089
-0.0698 0.0176 -0.0580
-0.0030 -0.0112 -0.0321
0.0542 -0.0075 0.0192
0.0079 0.0079 0.0417
-0.0408 -0.0624 0.1639
-0.1238 0.0270 -0.1056
-0.0325 0.0442 0.2592
-0.0912 0.1785 -0.2055
0.0241 -0.0041 0.0544
0.0349 0.0341 -0.0317
0.0009 -0.0196 -0.0193
0.0155 0.0127 0.0086
0.1398 -0.0846 0.1223
0.0972 0.0138 0.0863
-0.0742 -0.0989 0.0641
0.0145 -0.0981 0.0002
-0.0684 -0.0012 -0.0226
-0.0469 -0.0020 -0.0604
-0.0012 0.0382 -0.0122
0.0241 -0.1030 0.0543
-0.0180 -0.0102 -0.0299
-0.0634 -0.0080 0.0998
0.0439 0.0777 0.0672
-0.0479 0.0079 -0.0537
-0.0818 0.0900 -0.0385
-0.0452 0.0183 -0.0155
0.0193 0.0445 -0.0031
0.0262 0.0301 -0.0336
0.0494 -0.0034 0.0315
0.0549 -0.0213 -0.0059
-0.0184 -0.0406 0.0158
0.0667 -0.0854 -0.0479
-0.0102 0.0022 0.0123
-0.0024 -0.0261 -0.0060
-0.0027 0.0063 -0.0043
-0.0250 -0.0143 0.0238
-0.0963 0.0496 -0.0903
-0.0424 -0.0067 0.0259
0.0087 0.0467 0.0194
-0.0114 0.0490 -0.0118
0.0856 0.0086 -0.0094
0.0418 0.0228 -0.0177
-0.0067 -0.1145 -0.0113
0.0911 -0.2259 0.0962
-0.0310 -0.0395 0.0142
-0.0394 0.0109 0.0057
0.0118 0.0008 0.0049
0.0022 -0.0266 -0.0038
-0.0184 0.1711 -0.0227
-0.1044 0.0297 -0.0130
0.0272 0.0978 -0.0154
0.0174 0.0764 -0.0575
0.0445 -0.0120 0.0290
0.0588 -0.0211 -0.0090
-0.0296 -0.0686 0.0230
-0.0346 -0.1011 0.0364
0.0114 0.0110 0.0045
-0.0109 -0.0226 0.0079
0.0029 0.0038 0.0049
0.0252 0.0361 0.0212
0.0457 -0.0027 0.0827
0.0329 0.0279 0.0238
0.0073 0.0216 -0.0465
-0.0217 0.0390 -0.0263
-0.0247 -0.0259 -0.0586
-0.0490 -0.0263 -0.0455
0.0030 -0.0358 0.0252
0.0831 -0.0905 0.0279
-0.0037 0.0147 0.0049
0.0771 -0.0466 0.0241
-0.1021 0.0181 -0.0473
0.0056 -0.0062 0.0057
-0.0427 0.1085 -0.0072
0.0047 0.0522 0.0113
-0.0325 0.0072 -0.0424
-0.0570 -0.0008 -0.0075
-0.0011 -0.0414 -0.0293
-0.0196 -0.0466 0.0015
0.0419 -0.0135 0.0232

The value obtained for the gap between HOMO and LUMO is 10.0322 eV. The calculation puts the LUMO energy at 0.41 eV.

***

Computed, not measured: a structure of composition C20H45N5NiOSi4Te in a non-equilibrium geometry, with ωB97M-V with the def2-TZVPD basis set.

Last column: Mulliken spin population.
CARTESIAN COORDINATES (ANGSTROEM)
1 Ni -2.358 -0.924 -0.012  0.84
2 C 5.175 -3.069 -0.918  0.03
3 Si 3.318 -2.889 -0.911  0.06
4 C 2.700 -3.044 -2.664  0.00
5 C 2.581 -4.330 0.020  0.02
6 Si 2.665 -0.924 0.005  0.14
7 Te 0.182 -0.924 -0.012  0.69
8 Si 3.319 0.855 -1.232  0.04
9 C 5.178 0.964 -1.365  0.04
10 C 2.601 0.766 -2.953  0.01
11 C 2.684 2.448 -0.496  0.01
12 Si 3.297 -0.738 2.171  0.01
13 C 2.560 0.792 2.947  0.01
14 C 5.153 -0.666 2.350  0.03
15 C 2.660 -2.176 3.175  0.01
16 H 5.445 -4.042 -1.378  0.00
17 H 5.559 -3.040 0.120  0.00
18 H 5.630 -2.251 -1.508  0.00
19 H 2.973 -4.045 -3.057  0.00
20 H 3.175 -2.280 -3.303  0.00
21 H 1.597 -2.928 -2.683  0.00
22 H 2.866 -5.273 -0.490  0.00
23 H 1.476 -4.239 0.033  -0.01
24 H 2.968 -4.362 1.052  0.00
25 H 5.572 0.053 -1.855  0.00
26 H 5.622 1.069 -0.357  0.00
27 H 5.448 1.850 -1.975  0.00
28 H 2.999 -0.110 -3.492  0.00
29 H 2.886 1.680 -3.512  0.00
30 H 1.495 0.702 -2.892  0.00
31 H 3.148 2.622 0.490  0.00
32 H 1.580 2.399 -0.398  -0.01
33 H 2.958 3.290 -1.164  0.00
34 H 2.958 1.699 2.462  0.00
35 H 2.835 0.821 4.021  0.00
36 H 1.456 0.764 2.850  -0.01
37 H 5.547 0.217 1.811  0.00
38 H 5.607 -1.589 1.942  0.00
39 H 5.411 -0.579 3.425  0.00
40 H 1.557 -2.244 3.073  0.00
41 H 2.922 -2.017 4.241  0.00
42 H 3.133 -3.114 2.838  0.00
43 C -3.299 1.411 -1.006  0.04
44 N -3.305 2.867 -1.013  -0.02
45 C -3.688 3.348 0.307  0.01
46 N -2.750 2.866 1.311  0.00
47 C -2.748 1.410 1.301  0.04
48 N -2.358 0.916 -0.012  0.06
49 C -1.025 1.410 -0.330  0.12
50 N -1.015 2.866 -0.332  0.01
51 C -1.966 3.348 -1.324  0.01
52 C -1.414 3.347 0.984  0.00
53 H -3.046 1.023 -2.002  0.02
54 H -4.308 1.023 -0.808  -0.04
55 H -4.711 3.028 0.551  0.00
56 H -3.734 4.446 0.319  0.00
57 H -3.737 1.022 1.580  -0.01
58 H -2.072 1.021 2.075  -0.01
59 H -0.693 1.021 -1.303  -0.05
60 H -0.289 1.021 0.387  -0.04
61 H -1.666 3.027 -2.331  0.00
62 H -1.951 4.445 -1.369  0.00
63 H -1.381 4.444 1.019  0.00
64 H -0.692 3.025 1.746  0.00
65 O -4.130 -0.924 -0.012  0.00
66 N -5.514 -0.922 -0.019  0.30
67 C -6.188 -0.603 -1.175  0.38
68 C -7.638 -0.605 -1.164  -0.14
69 C -8.298 -0.919 -0.032  0.31
70 C -7.554 -1.253 1.176  0.06
71 C -6.209 -1.241 1.133  -0.01
72 H -5.597 -0.361 -2.047  0.03
73 H -8.152 -0.352 -2.080  -0.01
74 H -9.379 -0.930 0.008  0.03
75 H -8.087 -1.504 2.082  0.00
76 H -5.589 -1.478 1.990  0.02
77 H -2.358 -2.442 -0.012  -0.03

Cartesian forces, eV/Å:
2.5148 -2.9056 0.0220
0.5055 -0.1373 -0.0408
-0.1084 -0.5383 -0.2743
-0.1122 -0.0770 -0.4380
-0.1271 -0.3648 0.1828
0.3506 0.1323 0.1123
0.0808 -3.7216 0.2063
0.0267 0.3799 -0.2878
0.5059 0.1524 -0.1410
-0.1298 0.0486 -0.4349
-0.0843 0.3286 0.1573
-0.0172 -0.0010 0.4118
-0.1376 0.4063 0.2489
0.5043 0.0551 0.2420
-0.1175 -0.3254 0.2933
0.0198 0.4538 0.2252
0.0001 0.0033 -0.5407
-0.0437 -0.4217 0.3475
-0.1966 0.4505 0.1070
-0.3235 -0.3069 0.0913
0.5916 -0.0166 -0.1428
-0.2110 0.3763 0.2704
0.5565 -0.1488 0.1115
-0.2965 -0.1029 -0.3161
-0.0095 0.4638 0.2738
-0.0442 -0.0915 -0.5337
0.0414 -0.4125 0.2781
-0.3163 0.3260 0.0771
-0.2055 -0.4052 0.1782
0.5683 -0.0413 -0.1871
-0.3112 0.0612 -0.3095
0.5660 0.2705 0.0357
-0.2347 -0.3065 0.3387
-0.2851 -0.2193 0.2418
-0.2160 0.0557 -0.4499
0.5573 0.1339 0.0798
-0.0074 -0.4691 0.2653
-0.0516 0.5080 0.1890
0.0637 -0.0346 -0.4966
0.5837 -0.1215 0.0871
-0.1946 -0.1362 -0.4348
-0.3262 0.2441 0.2176
-0.9630 0.4569 -0.8003
-0.4994 0.4672 -0.8279
-0.2969 0.1393 0.0082
-0.2150 0.4406 1.0796
-0.3576 0.2379 0.9841
0.4933 0.7220 0.0034
-0.4009 2.3621 -0.7538
1.1141 0.4744 -0.2607
-0.0625 0.2252 -0.2135
0.0965 0.1564 0.1721
0.2648 0.1529 0.2443
0.5258 0.3048 0.2504
0.2905 -0.2874 -0.0828
0.3403 -0.1335 -0.0733
0.1470 0.1145 -0.4554
0.1636 0.1644 -0.3259
-0.5006 0.5131 0.0164
-0.4989 1.3020 0.4798
-0.0716 -0.2780 0.2574
-0.0709 -0.1313 0.3254
-0.2203 -0.1484 -0.2504
-0.1633 -0.2774 -0.1873
-5.3133 0.1264 0.1797
1.4662 -0.4317 0.9264
-2.4990 0.2946 -0.8871
3.3962 0.2190 -0.7167
-1.1507 -0.4536 1.5890
-0.4107 0.2746 -0.8476
0.6846 -0.0060 -0.0120
-0.0183 -0.1462 0.1611
0.0164 0.0162 -0.0678
-0.0435 0.0121 -0.0649
0.1546 -0.0250 0.0862
0.0840 0.0206 -0.1922
0.5891 -0.4234 -0.0079

The value obtained for the gap between HOMO and LUMO (spin up / spin down) is 3.9948 / 5.4877 eV. The calculation puts the LUMO energy (spin up / spin down) at 2.49 / 1.66 eV. Its multiplicity is 4. Its total charge is -1.